CH5N3O | ωB97M-V/def2-TZVPD

The LUMO energy comes out at 0.92 eV. Its HOMO-LUMO gap is 9.616 eV. The charge is 0.

Each atom is followed by the atoms it is bonded to, with distances in Å.
CARTESIAN COORDINATES (ANGSTROEM)
1 C -0.4965 0.4835 -1.7697  O5 1.200, H6 1.102, H7 1.091
2 N -1.2447 0.2457 0.7509  N3 1.188
3 N -0.3482 -0.2595 1.3453  N2 1.188, N4 1.358, H10 0.978
4 N 0.9863 -0.2688 1.0923  N3 1.358, H8 0.997, H9 1.004
5 O 0.0523 -0.4633 -2.2623  C1 1.200
6 H 0.1848 1.2953 -1.4675  C1 1.102
7 H -1.5772 0.4703 -1.6222  C1 1.091
8 H 1.2897 0.1596 0.2451  N4 0.997
9 H 1.6569 -0.8681 1.5389  N4 1.004
10 H -0.5033 -0.7946 2.1491  N3 0.978

***

CH5N3O | ωB97M-V/def2-TZVPD

The LUMO energy comes out at 1.00 eV. Its HOMO-LUMO gap is 9.268 eV. As for the SMILES: N/N=C/NO. The charge is 0.

Each atom is followed by the atoms it is bonded to, with distances in Å.
CARTESIAN COORDINATES (ANGSTROEM)
1 N -0.0396 -1.2297 -1.8436  N2 1.455, H6 1.111, H7 1.098
2 N 0.1827 -0.2579 -0.7838  N1 1.455, C3 1.283
3 C -0.2697 -0.5509 0.3801  N2 1.283, N4 1.368, H8 1.138
4 N -0.4350 0.5170 1.2192  C3 1.368, O5 1.414, H9 1.055
5 O 0.4899 1.5623 0.9944  N4 1.414, H10 1.000
6 H 0.9669 -1.1417 -2.3065  N1 1.111
7 H -0.2355 -2.2348 -1.4484  N1 1.098
8 H -0.6477 -1.5629 0.7377  C3 1.138
9 H -0.4184 0.2986 2.2513  N4 1.055
10 H 0.0764 2.2408 0.3877  O5 1.000

***

CH5N3O2 | ωB97M-V/def2-TZVPD

The LUMO energy (spin up / spin down) comes out at -0.19 / -0.10 eV. Its HOMO-LUMO gap (spin up / spin down) is 6.152 / 6.274 eV. The charge is 0.

Each atom is followed by the atoms it is bonded to, with distances in Å.
CARTESIAN COORDINATES (ANGSTROEM)
1 C -1.3930 0.4495 -0.2048  N3 1.474, H7 1.132, H8 1.041, H9 1.077
2 N 2.5288 0.2227 -0.4317  O6 1.186
3 N -0.2486 0.2445 0.7008  C1 1.474, N4 1.337, H10 1.097
4 N 0.5934 -0.7923 0.6318  N3 1.337, O5 1.401
5 O 0.2208 -1.6656 -0.3978  N4 1.401, H11 0.964
6 O 2.4025 1.3257 -0.0136  N2 1.186
7 H -1.8010 1.4961 -0.0679  C1 1.132
8 H -0.9792 0.1620 -1.1153  C1 1.041
9 H -2.2857 -0.1099 0.0172  C1 1.077
10 H 0.2983 1.1446 1.0076  N3 1.097
11 H 0.6635 -2.4773 -0.1263  O5 0.964

***

So what do the calculations give for total energy? Going down the list: -280.4579 -280.4804 -355.5975 Eh.
So what do the calculations give for ΔE to the lowest compared entry with this formula, charge and spin? Going down the list: 91.97 77.87 142.26 kcal/mol.